Entry 1:
{"formula": "C22H45Cl6NO17", "method": "ωB97M-V/def2-TZVPD", "gap_ev": 9.76, "e_homo_ev": -9.5, "total_charge": 0, "e_lumo_ev": 0.24, "species": ["Cl", "Cl", "Cl", "Cl", "Cl", "Cl", "O", "O", "O", "O", "O", "O", "O", "O", "O", "O", "O", "O", "O", "O", "O", "O", "O", "N", "C", "C", "C", "C", "C", "C", "C", "C", "C", "C", "C", "C", "C", "C", "C", "C", "C", "C", "C", "C", "C", "C", "H", "H", "H", "H", "H", "H", "H", "H", "H", "H", "H", "H", "H", "H", "H", "H", "H", "H", "H", "H", "H", "H", "H", "H", "H", "H", "H", "H", "H", "H", "H", "H", "H", "H", "H", "H", "H", "H", "H", "H", "H", "H", "H", "H", "H"], "positions_angstrom": [[1.17, -2.14, -3.17], [1.32, -2.81, 2.58], [-2.44, -1.10, 0.69], [4.32, -5.88, 2.84], [4.56, -2.31, -3.15], [-0.93, 0.56, -1.77], [-6.11, 1.06, -0.65], [-2.67, 4.75, 1.29], [0.79, 5.55, -4.30], [-7.68, -0.26, -0.03], [2.39, 1.42, 0.41], [-2.70, -4.28, -1.11], [0.10, 0.01, 5.09], [1.22, 0.99, -1.47], [-3.29, -6.43, -0.87], [3.21, 2.02, -1.50], [2.86, 5.59, -3.45], [0.52, -1.94, 6.07], [-0.73, 3.89, 0.50], [-0.63, 5.51, 1.88], [-1.35, -1.71, 5.02], [2.02, 3.68, -3.95], [-1.21, -5.96, -0.80], [-6.55, -0.03, -0.40], [1.80, 4.99, -4.00], [2.48, -4.05, 2.08], [2.29, -0.80, -2.77], [0.94, 2.81, -4.28], [-2.34, -0.94, 4.38], [3.17, 2.09, -2.92], [-0.23, -1.12, 5.35], [3.61, -0.85, -3.50], [1.89, -1.62, 6.29], [3.28, -4.53, 3.31], [-1.08, 6.50, 2.81], [-1.48, 4.73, 1.25], [-0.04, -5.16, -0.96], [1.39, 0.74, 1.16], [-2.41, -5.43, -0.91], [-0.78, -1.34, 0.12], [-1.43, 3.01, -0.37], [-4.58, -6.19, -1.38], [2.19, 1.43, -0.90], [-0.16, -0.02, -0.28], [-5.66, -1.22, -0.55], [2.75, 6.96, -3.13], [-0.22, 6.83, 3.38], [-5.26, -6.99, -1.08], [-1.55, 7.31, 2.26], [-0.83, -2.01, -0.73], [3.74, 2.94, -3.25], [2.56, -4.96, 3.99], [2.35, -2.52, 6.67], [-5.10, -1.22, 0.38], [1.95, -0.76, 6.95], [1.80, 0.51, 2.14], [0.86, -0.16, -0.63], [-2.19, 3.44, -1.01], [0.58, 1.44, 1.37], [0.21, 3.30, -4.93], [2.61, 7.64, -3.98], [-6.38, -2.03, -0.63], [-2.13, -0.74, 3.33], [0.83, -5.82, -1.02], [3.16, -3.59, 1.37], [-4.96, -5.23, -1.03], [1.07, -0.18, 0.67], [3.65, 1.18, -3.30], [4.21, 0.03, -3.29], [1.78, 0.10, -3.11], [0.41, 2.65, -3.34], [3.43, -0.88, -4.58], [2.47, -0.72, -1.70], [-5.05, -1.11, -1.43], [3.89, -3.70, 3.67], [3.64, 7.26, -2.59], [0.03, -4.75, -1.98], [2.03, -4.93, 1.61], [2.16, 2.13, -3.32], [-3.27, -1.50, 4.34], [1.89, 7.11, -2.47], [-2.55, 0.02, 4.85], [-0.19, -1.76, 0.93], [-1.80, 2.15, 0.20], [-1.84, 6.00, 3.43], [-4.57, -6.23, -2.47], [2.35, -1.35, 5.33], [-0.67, 2.63, -1.05], [1.30, 1.91, -4.76], [-0.18, 0.78, 0.45], [0.02, -4.41, -0.18]], "lowdin_charge": [0.61, 0.67, 0.64, 0.57, 0.56, 0.77, 0.07, 0.14, 0.15, 0.05, 0.10, 0.12, 0.12, -0.25, 0.00, 0.10, 0.01, -0.02, -0.01, 0.00, 0.02, -0.10, 0.02, -0.47, -0.58, -0.65, -0.64, -0.04, -0.06, -0.03, -0.66, -0.66, -0.04, -0.67, -0.02, -0.62, -0.03, -0.06, -0.62, -0.60, -0.10, -0.05, -0.57, -0.69, 0.03, -0.05, 0.09, 0.09, 0.10, 0.05, 0.13, 0.06, 0.09, 0.05, 0.10, 0.12, 0.03, 0.11, 0.12, 0.12, 0.10, 0.09, 0.04, 0.10, 0.07, 0.09, 0.04, 0.05, 0.04, 0.05, 0.10, 0.08, 0.09, 0.10, 0.07, 0.09, 0.08, 0.06, 0.03, 0.10, 0.10, 0.10, 0.00, 0.08, 0.10, 0.10, 0.08, 0.01, 0.12, 0.03, 0.08]}

---

Entry 2:
{"formula": "C22H45N3", "method": "ωB97M-V/def2-TZVPD", "de_lowest_kj_mol": 2392.78, "gap_ev": 9.05, "e_homo_ev": -8.3, "total_charge": 0, "e_lumo_ev": 0.72, "species": ["N", "N", "N", "C", "C", "C", "C", "C", "C", "C", "C", "C", "C", "C", "C", "C", "C", "C", "C", "C", "C", "C", "C", "C", "C", "H", "H", "H", "H", "H", "H", "H", "H", "H", "H", "H", "H", "H", "H", "H", "H", "H", "H", "H", "H", "H", "H", "H", "H", "H", "H", "H", "H", "H", "H", "H", "H", "H", "H", "H", "H", "H", "H", "H", "H", "H", "H", "H", "H", "H"], "positions_angstrom": [[-0.33, 0.92, -1.72], [1.89, -0.23, -0.24], [4.13, -1.00, 1.59], [-4.99, -1.08, 1.93], [-2.03, -0.26, -0.31], [-5.48, -0.15, 0.76], [-5.67, -0.97, -0.41], [0.64, 2.91, -1.18], [2.56, -2.66, -0.37], [-3.47, -1.48, 1.37], [3.52, -3.69, -0.49], [4.27, -0.87, 0.08], [1.33, -3.21, -0.95], [0.59, -4.32, -0.30], [-4.17, 0.75, 0.66], [1.93, 0.89, -0.67], [1.18, 3.95, 0.07], [5.35, -0.73, 2.39], [1.24, 5.55, -0.31], [0.54, 1.62, -0.78], [-4.31, -1.07, -0.83], [-1.73, 0.94, -1.23], [-3.36, -0.75, 0.06], [2.95, -1.29, -0.34], [1.64, 6.35, 0.92], [1.65, -0.50, 0.53], [0.16, -0.06, -1.82], [1.04, -5.23, -0.42], [4.65, -3.57, 0.07], [2.67, 6.17, 1.49], [0.01, 1.47, 0.47], [0.07, -3.98, 0.65], [-3.74, 1.09, 1.59], [1.41, 7.32, 0.61], [-4.97, -0.63, 2.65], [2.36, -2.85, 0.72], [0.06, 5.63, -0.48], [-4.39, 1.37, -0.05], [0.78, -2.25, -0.81], [3.24, -1.39, -1.66], [2.39, 0.98, -1.61], [-1.55, -1.33, -0.71], [-5.69, -2.02, 2.04], [-3.42, -2.73, 1.10], [1.75, 5.74, -1.05], [2.18, 3.60, 0.39], [5.29, -1.00, 3.25], [4.67, 0.07, -0.21], [1.57, -3.30, -2.05], [0.56, 3.75, 1.03], [1.18, 3.12, -1.86], [6.16, -1.42, 1.71], [-2.24, 0.38, -2.19], [-4.19, -0.52, -1.74], [-2.78, -1.11, 2.12], [-6.11, -0.02, -1.21], [-6.39, 0.41, 1.38], [-2.00, 1.74, -0.86], [-4.16, -2.19, -1.19], [-1.35, 0.00, 0.65], [5.18, -1.64, -0.30], [-0.49, 3.27, -1.12], [-0.38, -4.38, -0.79], [-6.35, -1.75, -0.29], [3.30, -4.73, -0.48], [3.58, -0.65, 2.06], [5.78, 0.09, 2.00], [1.14, 6.22, 1.73], [2.69, 1.55, -0.10], [4.06, -3.60, -1.60]], "lowdin_charge": [-0.02, 0.01, -0.03, -0.09, -0.17, -0.34, -0.17, -0.14, -0.54, -0.07, -0.12, -0.16, -0.25, -0.08, 0.03, -0.32, -0.12, -0.03, -0.19, -0.41, -0.29, -0.18, -0.51, -0.28, -0.12, 0.04, 0.15, 0.04, 0.14, 0.13, 0.21, 0.11, 0.12, 0.05, -0.06, 0.16, 0.15, 0.04, 0.10, 0.22, 0.13, 0.16, 0.15, 0.18, -0.01, 0.07, -0.02, 0.10, 0.14, 0.12, 0.02, 0.14, 0.17, 0.11, 0.09, 0.20, 0.19, 0.02, 0.18, 0.13, 0.16, 0.16, 0.07, 0.10, 0.05, -0.07, 0.03, -0.02, 0.14, 0.14]}

---

Entry 3:
{"formula": "C22H46BFNO10PS", "method": "ωB97M-V/def2-TZVPD", "gap_ev": 8.96, "smiles": "CCB(O)[C@]1([C@H](C)F)C(=O)N[C@@H]([PH2]=S)[C@@H]1CC(=O)O.COCCOCCOC.COCCOCCOC", "e_homo_ev": -8.7, "total_charge": 0, "e_lumo_ev": 0.26, "species": ["S", "P", "F", "O", "O", "O", "O", "O", "O", "O", "O", "O", "O", "N", "C", "C", "C", "C", "C", "C", "C", "C", "C", "C", "C", "C", "C", "C", "C", "C", "C", "C", "C", "C", "C", "C", "B", "H", "H", "H", "H", "H", "H", "H", "H", "H", "H", "H", "H", "H", "H", "H", "H", "H", "H", "H", "H", "H", "H", "H", "H", "H", "H", "H", "H", "H", "H", "H", "H", "H", "H", "H", "H", "H", "H", "H", "H", "H", "H", "H", "H", "H", "H"], "positions_angstrom": [[-2.56, -4.45, -0.34], [-1.31, -2.95, -0.06], [3.14, 0.11, 0.76], [5.19, 7.27, 2.13], [-5.78, -3.78, -3.00], [2.39, 6.96, 3.29], [-7.60, -2.99, -5.54], [3.94, 4.47, 1.97], [-4.63, -3.75, -5.82], [3.46, -1.56, 3.01], [4.67, -3.91, 1.35], [-0.72, -0.19, 1.86], [3.40, -4.26, -0.44], [-0.45, -2.39, 2.44], [3.86, 3.76, 0.75], [-5.60, -4.94, -2.21], [1.42, -1.36, 1.50], [2.16, 7.41, 4.60], [5.27, 4.80, 2.35], [1.60, 1.44, 3.47], [3.94, 7.48, 1.49], [3.61, -3.99, 0.90], [-4.63, -2.71, -4.85], [-5.79, -4.56, -5.95], [-8.10, -1.79, -6.09], [-0.11, -3.31, 1.34], [2.33, -3.85, 1.67], [-0.04, -1.14, 1.94], [1.84, -0.27, 0.52], [-7.02, -3.86, -6.50], [2.83, 7.97, 2.39], [5.33, 6.16, 3.01], [1.73, -0.60, -0.95], [1.35, -2.83, 1.05], [-4.57, -3.17, -3.41], [1.71, -0.02, 3.99], [2.22, -1.00, 2.86], [1.97, 8.26, 1.77], [2.83, 3.82, 0.40], [3.63, 6.60, 0.92], [2.54, 1.79, 3.06], [-6.74, -3.31, -7.41], [1.69, 0.33, -1.51], [-5.51, -5.34, -6.67], [-6.02, -5.07, -5.01], [-0.61, -2.74, -1.27], [-7.76, -4.62, -6.77], [-7.39, -1.34, -6.79], [-9.06, -1.96, -6.59], [4.14, 2.71, 0.89], [4.62, 6.23, 3.84], [-4.84, -5.60, -2.65], [0.85, -1.18, -1.20], [-2.07, -1.81, 0.22], [-6.55, -5.48, -2.20], [6.33, 6.27, 3.44], [0.85, 1.55, 2.70], [2.11, 6.54, 5.25], [2.98, 8.05, 4.95], [5.60, 4.05, 3.08], [0.76, -0.31, 4.43], [2.58, -3.67, 2.71], [-3.73, -3.85, -3.29], [3.62, -1.66, 3.96], [1.21, 7.96, 4.67], [1.86, -4.83, 1.63], [3.18, 8.85, 2.94], [-8.25, -1.09, -5.26], [-1.42, -2.43, 2.74], [5.95, 4.78, 1.50], [-0.25, -4.36, 1.52], [4.50, 4.21, -0.02], [2.45, 0.00, 4.78], [1.44, -3.04, -0.02], [3.69, -5.16, -0.65], [2.64, -1.10, -1.29], [1.28, 2.05, 4.31], [-5.46, -2.02, -5.02], [-4.40, -2.29, -2.77], [4.13, 8.27, 0.76], [-3.71, -2.15, -5.05], [-5.32, -4.68, -1.19], [1.21, 0.59, 0.71]], "lowdin_charge": [0.13, 0.43, 0.02, -0.12, -0.20, -0.20, -0.20, -0.20, -0.12, 0.17, 0.18, 0.15, 0.07, 0.08, -0.11, -0.13, -0.14, -0.11, -0.20, -0.08, -0.18, -0.52, -0.18, -0.18, -0.12, -0.38, -0.05, -0.52, -0.31, -0.20, -0.20, -0.18, 0.01, -0.21, -0.21, -0.12, -0.43, 0.13, 0.09, 0.12, 0.07, 0.12, 0.09, 0.13, 0.12, -0.02, 0.13, 0.09, 0.09, 0.08, 0.12, 0.09, 0.05, 0.00, 0.09, 0.13, 0.06, 0.09, 0.09, 0.13, 0.11, 0.12, 0.10, 0.12, 0.09, 0.13, 0.12, 0.09, 0.14, 0.13, 0.10, 0.09, 0.10, 0.11, 0.12, 0.10, 0.08, 0.12, 0.12, 0.13, 0.13, 0.04, 0.14]}

---

Entry 4:
{"formula": "C22H46F15N5O20S5", "method": "ωB97M-V/def2-TZVPD", "gap_ev": 7.37, "e_homo_ev": -8.2, "total_charge": 0, "e_lumo_ev": -0.79, "species": ["S", "S", "S", "S", "S", "F", "F", "F", "F", "F", "F", "F", "F", "F", "F", "F", "F", "F", "F", "F", "O", "O", "O", "O", "O", "O", "O", "O", "O", "O", "O", "O", "O", "O", "O", "O", "O", "O", "O", "O", "N", "N", "N", "N", "N", "C", "C", "C", "C", "C", "C", "C", "C", "C", "C", "C", "C", "C", "C", "C", "C", "C", "C", "C", "C", "C", "C", "H", "H", "H", "H", "H", "H", "H", "H", "H", "H", "H", "H", "H", "H", "H", "H", "H", "H", "H", "H", "H", "H", "H", "H", "H", "H", "H", "H", "H", "H", "H", "H", "H", "H", "H", "H", "H", "H", "H", "H", "H", "H", "H", "H", "H", "H"], "positions_angstrom": [[4.45, -0.05, -1.69], [1.05, -6.42, 1.56], [-1.15, 1.60, 3.74], [-1.10, -1.26, -3.87], [3.72, 4.02, -0.89], [2.20, -4.92, -0.41], [1.50, 4.65, 0.65], [0.28, -5.71, -0.94], [1.90, -7.09, -0.83], [-0.55, -3.49, -2.52], [4.42, -2.50, -2.67], [4.51, -2.44, -0.49], [-3.62, 0.85, 2.94], [6.27, -2.00, -1.59], [1.87, 5.93, -1.05], [-2.51, -3.46, -3.39], [3.10, 6.12, 0.75], [-2.05, -2.25, -1.62], [-3.53, 2.11, 4.73], [-2.97, 0.02, 4.81], [-3.67, 3.17, -3.03], [3.02, -0.03, -1.45], [4.82, 0.32, -3.05], [-0.06, -7.34, 1.43], [-1.94, -2.92, 3.62], [-0.32, 7.42, 2.74], [-0.52, -0.38, -2.84], [-0.64, 2.06, 5.03], [-1.06, -0.59, 0.53], [2.77, 3.10, -1.55], [-0.42, 0.44, 3.27], [-1.25, 2.65, 2.74], [-2.26, -0.68, -4.49], [-0.19, -1.79, -4.89], [4.14, -4.49, -5.16], [4.53, 4.88, -1.75], [4.48, 3.41, 0.20], [5.21, 0.58, -0.63], [0.62, -5.13, 2.17], [2.25, -7.00, 2.13], [2.70, -2.66, -5.34], [0.76, 0.50, -0.45], [-4.48, 1.40, -0.66], [0.25, -3.38, 4.23], [0.52, 5.41, 3.69], [-1.59, -2.71, -2.79], [1.40, -6.00, -0.28], [-3.77, 0.99, -1.94], [-2.90, 2.03, -2.62], [3.70, -3.65, -5.87], [-1.47, -2.94, 5.97], [1.20, -2.21, 4.23], [-5.67, 2.30, -0.99], [4.94, -1.86, -1.63], [0.36, 1.73, 0.32], [-1.18, -3.05, 4.51], [-5.01, 0.13, -0.01], [0.05, -0.69, 0.10], [0.89, -1.92, 0.08], [2.04, -2.99, -4.01], [4.04, -3.63, -7.32], [-3.50, 1.98, 0.32], [1.42, 4.79, 2.64], [-2.93, 1.13, 4.05], [-0.55, 6.30, 3.05], [2.50, 5.27, -0.07], [-1.92, 5.72, 2.99], [0.66, -4.07, 4.86], [1.46, -1.97, 5.26], [1.76, 0.30, -0.58], [0.88, -1.32, 3.70], [0.12, 4.78, 4.40], [-3.52, 3.90, -2.43], [-3.04, 2.84, -0.15], [1.11, 6.02, 4.27], [-2.01, 5.02, 2.15], [2.13, -2.57, 3.80], [1.08, -2.22, -0.95], [-6.21, 1.81, -1.79], [-0.69, 1.93, 0.13], [-6.26, 2.22, -0.08], [0.80, 4.04, 2.16], [-3.15, 0.11, -1.75], [4.01, -2.62, -7.74], [-2.50, 1.59, -3.53], [-5.34, 3.32, -1.18], [1.01, -3.18, -4.28], [0.48, 0.48, -1.45], [-1.03, -3.78, 6.51], [-4.51, 0.62, -2.65], [1.07, 2.45, -0.07], [-2.54, -3.07, 6.15], [-2.29, 5.28, 3.92], [-4.12, -0.43, 0.26], [-2.01, 2.24, -2.02], [1.84, -1.81, 0.61], [0.36, -3.85, 3.31], [-5.69, -0.44, -0.64], [-1.10, -1.97, 6.31], [2.16, -2.11, -3.39], [5.07, -3.97, -7.43], [-5.38, 0.44, 0.97], [1.95, -2.60, -6.04], [-2.80, 1.23, 0.67], [-4.09, 2.33, 1.17], [-2.60, 6.52, 2.69], [1.88, 5.56, 2.02], [0.55, 1.56, 1.38], [2.50, -3.86, -3.56], [2.27, 4.42, 3.22], [3.28, -4.15, -7.91], [0.34, -2.73, 0.56], [3.02, -1.69, -5.31]], "lowdin_charge": [0.50, 0.51, 0.48, 0.54, 0.50, 0.11, -0.05, 0.12, 0.14, 0.13, 0.10, 0.10, 0.12, 0.14, 0.12, 0.15, 0.12, 0.12, 0.13, 0.12, -0.05, -0.35, -0.31, -0.32, 0.20, 0.19, -0.33, -0.33, 0.13, -0.35, -0.32, -0.34, -0.30, -0.34, 0.19, -0.32, -0.34, -0.29, -0.39, -0.32, 0.13, 0.09, -0.33, 0.09, 0.11, -0.66, -0.66, -0.10, -0.21, -0.40, 0.03, 0.03, 0.04, -0.65, 0.02, -0.42, 0.02, -0.42, 0.04, 0.00, 0.02, 0.00, 0.02, -0.65, -0.39, -0.60, 0.02, 0.18, 0.10, 0.07, 0.07, 0.16, 0.08, 0.10, 0.18, 0.08, 0.11, 0.08, 0.11, 0.07, 0.10, 0.10, 0.12, 0.09, 0.11, 0.10, 0.06, 0.13, 0.10, 0.14, 0.07, 0.10, 0.10, 0.11, 0.12, 0.10, 0.09, 0.12, 0.10, 0.09, 0.10, 0.10, 0.17, 0.08, 0.10, 0.10, 0.09, 0.07, 0.10, 0.13, 0.11, 0.09, 0.20]}